# 1
The following is a quantum chemistry calculation of a cluster of 5 separate species, C18H24F2O15 in total in a non-equilibrium geometry, from OMol25.

Last column: natural (NBO) charge in e.
Cartesian coordinates (Å):
O: 1.632 -0.964 0.205  -0.567
C: 1.391 -0.076 0.982  0.985
O: 1.942 1.170 0.918  -0.478
C: 1.492 1.954 1.979  -0.144
C: 0.205 1.189 2.537  0.442
F: -0.753 1.794 1.862  -0.324
O: 0.412 -0.155 2.078  -0.522
H: 2.302 2.127 2.687  0.184
H: 1.238 2.989 1.752  0.249
H: 0.086 1.311 3.613  0.176
O: 0.549 5.027 1.202  -0.591
C: 0.245 5.453 0.136  0.983
O: -0.902 5.910 -0.285  -0.476
C: -0.865 6.420 -1.600  -0.128
C: 0.308 5.513 -2.047  0.450
F: 0.974 5.944 -3.070  -0.305
O: 1.070 5.402 -0.866  -0.492
H: -1.721 6.232 -2.248  0.215
H: -0.514 7.419 -1.856  0.201
H: 0.003 4.481 -2.223  0.149
C: 1.446 -0.047 -4.424  -0.640
C: 1.377 0.299 -2.937  0.050
C: 1.627 1.738 -2.496  -0.098
O: 0.453 2.020 -1.768  -0.512
C: -0.380 0.957 -1.711  0.979
O: -1.472 0.883 -1.213  -0.598
O: 0.013 0.128 -2.633  -0.483
H: 0.661 0.346 -5.071  0.231
H: 1.416 -1.126 -4.572  0.238
H: 2.296 0.429 -4.915  0.217
H: 1.839 -0.312 -2.161  0.218
H: 1.622 2.252 -3.457  0.184
H: 2.543 1.793 -1.907  0.215
C: 1.040 -3.204 3.382  -0.639
C: 1.254 -4.381 2.367  0.071
C: 1.008 -3.965 0.931  -0.105
O: 2.265 -3.973 0.359  -0.464
C: 3.191 -4.291 1.160  0.972
O: 4.368 -4.379 0.985  -0.606
O: 2.673 -4.658 2.322  -0.499
H: 1.186 -3.678 4.353  0.220
H: 0.085 -2.711 3.204  0.222
H: 1.806 -2.429 3.358  0.216
H: 0.648 -5.276 2.510  0.204
H: 0.422 -3.047 0.985  0.202
H: 0.385 -4.756 0.513  0.202
C: -2.882 -0.688 1.043  -0.623
C: -3.741 -1.907 0.963  0.059
C: -3.941 -2.389 -0.440  -0.100
O: -3.345 -3.657 -0.586  -0.471
C: -2.745 -3.994 0.555  0.981
O: -2.150 -5.006 0.966  -0.613
O: -2.873 -2.946 1.415  -0.508
H: -2.620 -0.536 2.090  0.216
H: -3.436 0.193 0.720  0.220
H: -1.957 -0.715 0.467  0.241
H: -4.624 -1.855 1.600  0.193
H: -3.543 -1.671 -1.158  0.211
H: -5.008 -2.580 -0.554  0.192

Its HOMO-LUMO gap is 0.38840 Eh. For the total energy, the calculation gives -2028.591684 Eh. The LUMO energy comes out at 0.3776 eV. For the max |F|, the calculation gives 4.866 eV Å⁻¹. As for the SMILES: O=C1OC[C@@H](F)O1.O=C1OC[C@@H](F)O1.C[C@H]1COC(=O)O1.C[C@H]1COC(=O)O1.C[C@H]1COC(=O)O1.

=====

# 2
The following is a quantum chemistry calculation of an isolated molecule of C18H24N2O3 in a non-equilibrium geometry, from OMol25.

Last column: natural (NBO) charge in e.
Cartesian coordinates (Å):
C: 4.130 -1.615 -6.756  -0.609
C: 3.144 -2.704 -6.350  -0.390
C: 2.545 -2.486 -4.962  -0.381
C: 1.647 -1.241 -4.894  -0.466
C: 1.016 -1.137 -3.558  0.541
N: 1.365 -0.341 -2.608  -0.483
C: 0.521 -0.633 -1.560  0.139
C: 0.419 -0.101 -0.284  -0.222
C: -0.563 -0.624 0.545  -0.130
C: -0.672 -0.171 1.970  0.675
O: -0.483 -0.953 2.885  -0.624
N: -0.976 1.134 2.176  -0.434
C: -1.327 2.046 1.114  -0.412
C: -1.003 1.620 3.547  -0.053
C: -0.205 2.912 3.732  -0.441
C: -0.262 3.309 5.210  -0.061
O: -1.587 3.487 5.652  -0.526
C: -2.345 2.306 5.527  -0.063
C: -2.427 1.834 4.073  -0.440
C: -1.401 -1.660 0.119  -0.177
C: -1.317 -2.194 -1.153  -0.243
C: -0.346 -1.663 -1.980  0.226
O: -0.016 -1.972 -3.260  -0.420
H: 4.600 -1.869 -7.703  0.213
H: 3.631 -0.657 -6.874  0.200
H: 4.909 -1.509 -6.005  0.204
H: 2.340 -2.762 -7.087  0.194
H: 3.661 -3.667 -6.350  0.205
H: 1.949 -3.360 -4.690  0.210
H: 3.347 -2.383 -4.228  0.206
H: 2.233 -0.339 -5.059  0.239
H: 0.866 -1.318 -5.654  0.224
H: 1.090 0.674 0.046  0.227
H: -0.474 2.664 0.818  0.193
H: -1.673 1.492 0.244  0.227
H: -2.131 2.701 1.447  0.203
H: -0.537 0.824 4.140  0.245
H: 0.832 2.770 3.429  0.217
H: -0.642 3.716 3.139  0.203
H: 0.237 4.266 5.375  0.195
H: 0.236 2.537 5.817  0.160
H: -3.337 2.547 5.915  0.195
H: -1.903 1.509 6.145  0.161
H: -2.992 0.904 4.017  0.222
H: -2.941 2.597 3.485  0.198
H: -2.129 -2.049 0.814  0.227
H: -1.966 -2.988 -1.483  0.229

Its HOMO-LUMO gap is 0.35293 Eh. For the total energy, the calculation gives -1035.553074 Eh. For the energy above the lowest of the compared OMol25 structures with the same formula, charge and spin, the calculation gives 1.338 eV. The LUMO energy comes out at 0.7768 eV. For the max |F|, the calculation gives 1.291 eV Å⁻¹. As for the SMILES: CCCCc1nc2cc(C(=O)N(C)C3CCOCC3)ccc2o1.

=====

# 3
The following is a quantum chemistry calculation of a structure of composition C18H24N2O5 in a non-equilibrium geometry, from OMol25.

Last column: natural (NBO) charge in e.
Cartesian coordinates (Å):
C: -0.368 3.178 5.462  -0.648
C: -0.487 1.997 4.431  -0.087
H: -1.409 1.857 3.941  0.189
H: -0.151 1.169 5.045  0.195
O: 0.277 2.384 3.404  -0.522
C: 1.730 1.951 3.718  0.898
O: 2.191 1.505 4.873  -0.625
N: 2.513 2.275 2.434  -0.492
C: 1.955 2.649 1.198  -0.209
C: 2.721 1.971 0.080  -0.204
N: 3.410 0.621 0.387  -0.440
C: 2.630 -0.390 0.190  0.650
O: 2.620 -1.420 0.833  -0.597
C: 1.499 -0.532 -0.834  -0.258
C: 0.500 -1.339 -0.866  -0.132
C: -0.556 -1.671 -1.611  -0.161
C: -0.999 -0.741 -2.686  -0.144
C: -1.941 -0.955 -3.520  -0.357
C: -2.759 -2.015 -3.629  0.298
C: -2.456 -3.014 -2.376  0.268
C: -1.430 -2.593 -1.604  -0.114
H: -1.107 -3.509 -0.701  0.173
O: -3.132 -4.103 -2.146  -0.497
C: -4.231 -4.595 -2.795  -0.240
H: -5.035 -3.562 -3.095  0.150
H: -4.065 -4.701 -4.004  0.185
H: -4.821 -5.363 -2.339  0.214
O: -3.751 -2.238 -4.414  -0.470
C: -4.083 -1.371 -5.208  -0.236
H: -5.038 -1.774 -5.808  0.187
H: -4.239 -0.292 -5.055  0.186
H: -3.299 -1.155 -6.074  0.138
H: -2.085 -0.239 -4.436  0.215
H: -0.320 0.205 -2.862  0.200
H: 0.584 -2.209 -0.009  0.220
H: 1.566 0.239 -1.629  0.167
C: 4.135 0.780 1.433  -0.194
C: 3.958 1.603 2.600  -0.115
H: 4.242 1.569 3.498  0.221
H: 4.655 2.667 2.220  0.116
H: 5.100 0.536 1.205  0.218
H: 4.213 -0.457 2.239  0.184
H: 2.240 2.009 -0.739  0.205
H: 3.591 2.611 0.064  0.190
H: 1.954 3.740 1.146  0.217
H: 0.765 2.086 1.085  0.213
H: -1.189 3.084 6.290  0.212
H: -0.795 4.109 4.912  0.197
H: 0.695 3.443 5.752  0.235

Its HOMO-LUMO gap is 0.27395 Eh. For the total energy, the calculation gives -1185.372750 Eh. For the energy above the lowest of the compared OMol25 structures with the same formula, charge and spin, the calculation gives 19.367 eV. The LUMO energy comes out at -0.0548 eV. For the max |F|, the calculation gives 14.522 eV Å⁻¹.

=====

# 4
The following is a quantum chemistry calculation of a structure of composition C18H24N3O2Tb in a non-equilibrium geometry, from OMol25.

Last column: Löwdin charge in e.
Cartesian coordinates (Å):
Tb: 0.423 -0.025 1.269  1.651
C: 0.255 -1.680 3.296  -0.223
C: 1.609 -1.273 3.239  -0.223
C: 1.663 0.092 3.573  -0.224
C: 0.346 0.533 3.830  -0.229
C: -0.526 -0.567 3.668  -0.224
H: -0.105 -2.687 3.172  0.102
H: 2.456 -1.912 3.061  0.105
H: 2.562 0.672 3.700  0.105
H: 0.069 1.501 4.217  0.099
H: -1.584 -0.572 3.863  0.102
C: 0.807 3.322 0.634  -0.087
N: 0.070 2.244 -0.025  -0.356
C: 0.550 2.076 -1.399  -0.079
C: -1.378 2.519 -0.034  -0.181
C: -2.197 1.270 -0.281  -0.283
C: -3.337 1.356 -1.081  -0.058
C: -4.179 0.259 -1.218  -0.098
C: -3.873 -0.915 -0.539  -0.110
C: -2.720 -0.975 0.239  -0.182
C: -1.828 0.093 0.388  -0.227
H: 0.643 4.285 0.136  0.095
H: 1.872 3.092 0.613  0.088
H: 0.486 3.411 1.671  0.087
H: 0.427 3.007 -1.966  0.098
H: -0.028 1.291 -1.890  0.098
H: 1.602 1.795 -1.384  0.069
H: -1.606 3.300 -0.771  0.122
H: -1.637 2.924 0.946  0.126
H: -3.573 2.286 -1.595  0.105
H: -5.064 0.323 -1.841  0.096
H: -4.533 -1.774 -0.613  0.097
H: -2.521 -1.910 0.773  0.087
C: 1.433 -3.170 -2.804  -0.012
C: 1.179 -2.227 -1.667  -0.269
N: 0.094 -2.196 -1.002  0.025
O: -0.807 -3.152 -1.414  -0.028
C: 2.158 -1.163 -1.269  -0.280
C: 3.192 -0.627 -2.196  -0.017
N: 1.942 -0.698 -0.105  -0.256
O: 2.462 0.429 0.372  -0.292
H: 1.148 -4.183 -2.523  0.085
H: 2.480 -3.158 -3.100  0.075
H: 0.820 -2.895 -3.666  0.097
H: -1.623 -2.846 -0.989  0.071
H: 2.757 -0.398 -3.172  0.093
H: 3.995 -1.353 -2.352  0.088
H: 3.622 0.275 -1.765  0.075

Its HOMO-LUMO gap (alpha / beta) is 0.31872 / 0.31169 Eh. As for the spin multiplicity: 7. For the total energy, the calculation gives -1839.420038 Eh. The expectation value of S² is 12.703. For the energy above the lowest of the compared OMol25 structures with the same formula, charge and spin, the calculation gives 0.230 eV. The LUMO energy (alpha / beta) comes out at 0.4850 / 0.5166 eV. For the max |F|, the calculation gives 1.448 eV Å⁻¹.

=====

# 5
The following is a quantum chemistry calculation of a structure of composition C18H24N5O4S2ScSe3Te in a non-equilibrium geometry, from OMol25.

Last column: natural (NBO) charge in e.
Cartesian coordinates (Å):
Sc: 0.933 -0.153 -0.931  1.331
Se: 1.472 2.214 0.630  -0.580
Se: 3.490 2.380 -0.536  -0.165
Te: 3.094 1.533 -2.835  0.284
Se: 2.990 -0.945 -2.394  -0.588
N: -1.288 0.685 -0.024  -0.845
C: -1.641 1.797 -0.923  -0.168
C: -3.123 2.173 -0.810  -0.421
C: -3.555 3.259 -1.809  -0.415
C: -4.751 2.805 -2.658  -0.214
N: -4.471 1.490 -3.190  -0.593
C: -5.256 0.437 -3.104  0.674
N: -6.583 0.574 -2.859  -0.801
N: -4.742 -0.774 -3.292  -0.793
C: -1.127 1.354 -2.327  0.845
O: -1.817 1.415 -3.341  -0.701
O: 0.078 0.956 -2.300  -0.773
H: -1.959 -0.072 -0.192  0.397
H: -1.364 0.986 0.950  0.381
H: -1.021 2.665 -0.644  0.252
H: -3.312 2.514 0.213  0.213
H: -3.705 1.258 -0.961  0.199
H: -2.723 3.487 -2.476  0.233
H: -3.823 4.179 -1.287  0.218
H: -4.902 3.518 -3.475  0.209
H: -5.654 2.780 -2.037  0.186
H: -3.438 1.345 -3.341  0.472
H: -7.026 1.471 -2.953  0.411
H: -7.174 -0.239 -2.896  0.406
H: -3.739 -0.941 -2.984  0.463
H: -5.355 -1.566 -3.192  0.386
O: 1.437 -0.947 0.819  -1.011
S: 1.902 -0.499 2.184  1.309
C: 2.116 -2.075 3.047  -0.160
C: 1.813 -2.148 4.396  -0.245
C: 1.956 -3.358 5.054  -0.196
C: 2.409 -4.472 4.365  -0.199
C: 2.696 -4.389 3.013  -0.199
C: 2.540 -3.188 2.345  -0.221
C: 3.665 -0.190 1.979  -0.151
C: 4.289 0.693 2.842  -0.238
C: 5.619 1.009 2.634  -0.197
C: 6.310 0.448 1.574  -0.195
C: 5.677 -0.442 0.723  -0.182
C: 4.348 -0.768 0.927  -0.235
H: 1.454 -1.269 4.912  0.222
H: 1.712 -3.437 6.102  0.217
H: 2.523 -5.414 4.880  0.217
H: 3.041 -5.261 2.477  0.221
H: 2.719 -3.108 1.283  0.239
H: 3.731 1.135 3.651  0.221
H: 6.098 1.716 3.293  0.216
H: 7.342 0.716 1.400  0.216
H: 6.202 -0.871 -0.116  0.226
H: 3.843 -1.443 0.246  0.251
O: -2.495 -1.152 -2.073  -1.025
S: -1.317 -2.055 -2.409  1.432
N: -0.138 -1.819 -1.570  -1.033

Its HOMO-LUMO gap is 0.22820 Eh. For the total energy, the calculation gives -10304.677974 Eh. For the energy above the lowest of the compared OMol25 structures with the same formula, charge and spin, the calculation gives 0.497 eV. The LUMO energy comes out at -0.0503 eV. For the max |F|, the calculation gives 1.650 eV Å⁻¹.